No. 1
Formula: C3H4N2S3
Source: OMol25
Level of theory: ωB97M-V/def2-TZVPD

Last columns: bonded neighbours and bond lengths (Å).
Element x y z (Å)
1 C 1.7584 0.8000 -0.0214  N4 1.321, S6 1.630, S7 1.791
2 C -1.7805 0.4808 0.4086  N5 1.272, H9 1.074, H10 1.114
3 C 0.7662 -1.4018 -0.3876  S7 1.672, S8 1.740
4 N 0.4593 1.0419 -0.0265  C1 1.321, N5 1.392, H11 1.019
5 N -0.5478 0.1683 0.3735  C2 1.272, N4 1.392
6 S 2.8835 1.9489 -0.2860  C1 1.630
7 S 2.1765 -0.8996 0.3569  C1 1.791, C3 1.672
8 S -0.0298 -2.9344 -0.1750  C3 1.740, H12 1.323
9 H -2.5400 -0.1828 0.7769  C2 1.074
10 H -2.2431 1.3892 -0.0418  C2 1.114
11 H 0.2669 1.9236 -0.5005  N4 1.019
12 H -1.1696 -2.3339 -0.4772  S8 1.323

ΔE to the lowest compared entry with this formula, charge and spin = 101.54 kcal per mole
HOMO-LUMO gap = 7.500 eV
Spin multiplicity = 1

Atom charges from the Löwdin analysis, given in e for atoms 1 to 2:
1. C -1.1756
2. C -0.0051

=====

No. 2
Formula: C3H4N2S3
Source: OMol25
Level of theory: ωB97M-V/def2-TZVPD

Last columns: bonded neighbours and bond lengths (Å).
Element x y z (Å)
1 C -1.8247 0.8640 0.0103  N4 1.341, S6 1.638, S8 1.738
2 C -0.5992 -1.3023 0.0512  N5 1.373, S7 1.663, S8 1.855
3 C 1.6400 -0.2874 0.0222  N5 1.384, H9 1.106, H10 1.098, H11 1.167
4 N -0.4932 0.9795 0.1211  C1 1.341, N5 1.426, H12 1.034
5 N 0.2593 -0.2320 0.1021  C2 1.373, C3 1.384, N4 1.426
6 S -2.7853 2.1250 -0.4008  C1 1.638
7 S 0.0162 -2.7998 -0.3279  C2 1.663
8 S -2.3280 -0.7461 0.4301  C1 1.738, C2 1.855
9 H 2.1685 -0.9634 0.7198  C3 1.106
10 H 1.8200 -0.2301 -1.0594  C3 1.098
11 H 2.1739 0.6928 0.3625  C3 1.167
12 H -0.0476 1.8998 -0.0312  N4 1.034

ΔE to the lowest compared entry with this formula, charge and spin = 32.25 kcal per mole
HOMO-LUMO gap = 8.530 eV
Spin multiplicity = 1

Atom charges from the Löwdin analysis, given in e for atoms 1 to 2:
1. C -1.2366
2. C -1.0148

=====

No. 3
Formula: C3H4N3
Source: OMol25
Level of theory: ωB97M-V/def2-TZVPD

Last columns: bonded neighbours and bond lengths (Å).
Element x y z (Å)
1 C -0.6294 0.8392 0.1208  C2 1.341, C3 1.629, H7 1.057
2 C -1.9530 0.6741 -0.0146  C1 1.341, N4 1.435, H8 1.085
3 C -0.1062 -0.7017 0.0540  C1 1.629, N5 1.384, N6 1.300
4 N -2.2332 -0.7331 -0.0497  C2 1.435, N5 1.217
5 N -1.2614 -1.4628 0.0172  C3 1.384, N4 1.217
6 N 1.0872 -1.2146 0.0072  C3 1.300, H9 0.955, H10 1.100
7 H 0.2328 1.4481 0.1693  C1 1.057
8 H -2.8814 1.1910 -0.2318  C2 1.085
9 H 1.8750 -0.6985 -0.1509  N6 0.955
10 H 1.2822 -2.2692 -0.2397  N6 1.100

Total charge = +1
ΔE to the lowest compared entry with this formula, charge and spin = 0.00 kcal per mole
HOMO-LUMO gap (alpha / beta) = 10.813 / 7.747 eV
Spin multiplicity = 3

Atom charges from the Löwdin analysis, given in e for atoms 1 to 2:
1. C 0.1109
2. C -0.0172

=====

No. 4
Formula: C3H4N3O2
Source: OMol25
Level of theory: ωB97M-V/def2-TZVPD

Last columns: bonded neighbours and bond lengths (Å).
Element x y z (Å)
1 C 0.4233 -1.7801 0.0157  C3 1.395, N4 1.153
2 C -2.7440 0.3851 -0.5058  H9 1.051, H10 1.149, H11 1.062
3 C 0.8332 -0.4654 0.2380  C1 1.395, N5 1.329, H12 1.157
4 N 0.0940 -2.8835 -0.0418  C1 1.153
5 N 2.1144 -0.1871 0.0198  C3 1.329, N6 1.292
6 N 2.5155 1.0323 0.1663  N5 1.292, O7 1.203, O8 1.215
7 O 1.8983 1.8296 0.8219  N6 1.203
8 O 3.5727 1.2806 -0.3797  N6 1.215
9 H -2.9723 0.9357 0.3603  C2 1.051
10 H -3.6219 0.2209 -1.2285  C2 1.149
11 H -2.1720 -0.4918 -0.3297  C2 1.062
12 H 0.0589 0.1235 0.8635  C3 1.157

Total charge = -1
ΔE to the lowest compared entry with this formula, charge and spin = 43.11 kcal per mole
HOMO-LUMO gap (alpha / beta) = 6.534 / 7.860 eV
Spin multiplicity = 3

Atom charges from the Löwdin analysis, given in e for atoms 1 to 2:
1. C -0.3283
2. C 0.0776

=====

No. 5
Formula: C3H4N3P
Source: OMol25
Level of theory: ωB97M-V/def2-TZVPD

Last columns: bonded neighbours and bond lengths (Å).
Element x y z (Å)
1 C -0.5136 1.1575 -0.0809  N4 1.335, N5 1.278, H8 1.088
2 C -2.3537 0.0302 0.0286  N5 1.326, P7 1.689, H9 1.034
3 C 1.6068 0.1839 -0.0306  N4 1.454, N6 1.360
4 N 0.1641 0.0069 -0.0709  C1 1.335, C3 1.454, P7 2.069
5 N -1.7858 1.2279 0.0204  C1 1.278, C2 1.326
6 N 2.4158 -0.9092 -0.0083  C3 1.360, H10 0.985, H11 1.019
7 P -1.3902 -1.3567 -0.0070  C2 1.689, N4 2.069
8 H -0.1373 2.1783 -0.1109  C1 1.088
9 H -3.3837 0.0724 -0.0505  C2 1.034
10 H 1.9635 -1.7726 0.1355  N6 0.985
11 H 3.4141 -0.8186 0.1746  N6 1.019

ΔE to the lowest compared entry with this formula, charge and spin = 25.35 kcal per mole
HOMO-LUMO gap = 8.793 eV
Spin multiplicity = 1

Atom charges from the Löwdin analysis, given in e for atoms 1 to 2:
1. C -0.3646
2. C -0.5559

=====

No. 6
Formula: C3H4N4
Source: OMol25
Level of theory: ωB97M-V/def2-TZVPD

Last columns: bonded neighbours and bond lengths (Å).
Element x y z (Å)
1 C 0.5582 -0.0369 0.1202  C2 1.306, N9 1.516, N11 1.412
2 C -0.6041 -0.4812 -0.2763  C1 1.306, H5 1.015, N10 1.366
3 C -0.7781 1.1534 1.2787  H7 1.186, N10 1.385, N11 1.235
4 H 2.7921 -1.1814 -1.9218  N8 1.144
5 H -0.6352 -1.0413 -1.1217  C2 1.015
6 H -2.5570 0.4298 0.1579  N10 1.120
7 H -1.2466 1.4965 2.3124  C3 1.186
8 N 1.7164 -0.8189 -1.7792  H4 1.144, N9 1.517
9 N 1.7907 -0.8309 -0.2638  C1 1.516, N8 1.517
10 N -1.4670 0.3351 0.3986  C2 1.366, C3 1.385, H6 1.120
11 N 0.4307 0.9760 1.0950  C1 1.412, C3 1.235

ΔE to the lowest compared entry with this formula, charge and spin = 135.84 kcal per mole
HOMO-LUMO gap = 8.283 eV
Spin multiplicity = 1

Atom charges from the Löwdin analysis, given in e for atoms 1 to 2:
1. C -0.3701
2. C -0.1123

=====

No. 7
Formula: C3H4N4
Source: OMol25
Level of theory: ωB97M-V/def2-TZVPD

Last columns: bonded neighbours and bond lengths (Å).
Element x y z (Å)
1 N 2.1189 -0.1206 -0.3832  C2 1.326, H8 1.019, H9 1.010
2 C 0.9030 -0.3612 0.0893  N1 1.326, C3 1.427
3 C 0.2207 0.7733 0.6217  C2 1.427, N4 1.318, H10 1.094
4 N -1.0457 0.5484 0.9108  C3 1.318, C5 1.183
5 C -2.1175 0.1482 1.2125  N4 1.183, H11 1.079
6 N -1.9080 -1.3297 -1.1774  N7 1.103
7 N -0.9081 -1.3151 -1.6427  N6 1.103
8 H 2.6123 0.7703 -0.3554  N1 1.019
9 H 2.6241 -0.8800 -0.8158  N1 1.010
10 H 0.5795 1.7935 0.7842  C3 1.094
11 H -3.0793 -0.0272 0.7560  C5 1.079

ΔE to the lowest compared entry with this formula, charge and spin = 96.88 kcal per mole
HOMO-LUMO gap (alpha / beta) = 8.410 / 8.410 eV
Spin multiplicity = 1

Atom charges from the Löwdin analysis, given in e for atoms 1 to 2:
1. N 0.0150
2. C -0.2173

=====

No. 8
Formula: C3H4N4
Source: OMol25
Level of theory: ωB97M-V/def2-TZVPD

Last columns: bonded neighbours and bond lengths (Å).
Element x y z (Å)
1 C 0.9809 -0.5261 0.1168  C2 1.489, N8 1.306, N11 1.437
2 C 0.4396 0.8320 0.4016  C1 1.489, C3 1.350, H5 1.142
3 C -0.8354 0.8682 -0.0401  C2 1.350, H6 1.106, N9 1.428
4 H 2.7203 0.2635 -0.2860  N8 1.079
5 H 1.0643 1.7740 0.2359  C2 1.142
6 H -1.5459 1.7084 -0.1511  C3 1.106
7 H -2.5365 -0.5284 -0.4328  N9 1.011
8 N 2.2555 -0.6948 -0.1151  C1 1.306, H4 1.079
9 N -1.6241 -0.3225 -0.0493  C3 1.428, H7 1.011, N10 1.486
10 N -1.0682 -1.6767 0.2053  N9 1.486, N11 1.221
11 N 0.1496 -1.6976 0.1148  C1 1.437, N10 1.221

ΔE to the lowest compared entry with this formula, charge and spin = 99.48 kcal per mole
HOMO-LUMO gap = 8.870 eV
Spin multiplicity = 1

Atom charges from the Löwdin analysis, given in e for atoms 1 to 2:
1. C -0.4358
2. C -0.0546